# C24H20AsNO6PReS5Sb

A structure of composition C24H20AsNO6PReS5Sb at a distorted geometry (ωB97M-V/def2-TZVPD, the Open Molecules 2025 dataset).

Properties
- calculated total energy (eV) = -171955.9097
- frontier orbital gap (Eh) = 0.24011
- highest occupied orbital energy (eV) = -11.37
- multiplicity = 1
- F_max (Eh/bohr) = 0.020
- net charge = +1

Atoms and positions in Å:
Re: -1.49 -1.39 -1.55
O: -0.59 1.67 -3.19
As: -0.67 1.87 -1.45
O: 0.51 2.80 -0.86
O: -0.52 0.22 -0.96
C: -2.41 2.64 -1.14
C: -2.36 4.01 -0.98
C: -3.55 4.74 -0.88
C: -4.77 4.10 -0.94
C: -4.83 2.72 -1.08
C: -3.66 2.00 -1.17
S: -3.76 0.26 -1.24
O: -2.89 -0.16 -2.44
O: -5.11 -0.15 -1.38
O: -2.97 -0.30 -0.12
H: 0.11 2.26 -3.52
H: -1.40 4.51 -0.94
H: -3.50 5.82 -0.77
H: -5.69 4.68 -0.87
H: -5.78 2.20 -1.10
S: -2.65 -3.20 -0.83
Sb: -1.26 -5.01 -1.60
S: -1.22 -2.18 -3.55
S: 0.64 -3.78 -0.73
S: -0.94 -4.21 -3.83
N: 0.12 -2.14 -0.65
P: 1.08 -1.19 0.42
C: 2.20 -2.24 1.35
C: 3.40 -2.64 0.74
C: 4.29 -3.44 1.43
C: 4.01 -3.84 2.73
C: 2.84 -3.42 3.34
C: 1.93 -2.63 2.66
C: -0.02 -0.38 1.57
C: -0.98 -1.16 2.20
C: -1.87 -0.57 3.09
C: -1.80 0.80 3.33
C: -0.85 1.58 2.68
C: 0.05 1.00 1.79
C: 2.16 -0.12 -0.52
C: 3.04 0.70 0.17
C: 3.93 1.50 -0.54
C: 3.96 1.44 -1.92
C: 3.11 0.60 -2.61
C: 2.20 -0.19 -1.91
H: 3.63 -2.32 -0.27
H: 5.21 -3.75 0.95
H: 4.71 -4.46 3.27
H: 2.63 -3.71 4.36
H: 1.03 -2.30 3.16
H: -1.05 -2.22 2.00
H: -2.62 -1.17 3.58
H: -2.49 1.26 4.01
H: -0.81 2.64 2.85
H: 0.75 1.62 1.25
H: 3.05 0.72 1.25
H: 4.60 2.15 0.00
H: 4.66 2.06 -2.47
H: 3.14 0.54 -3.69
H: 1.52 -0.83 -2.45

=====

# C12H10N2O17S3V

A structure of composition C12H10N2O17S3V at a distorted geometry (ωB97M-V/def2-TZVPD, the Open Molecules 2025 dataset).

Properties
- calculated total energy (eV) = -108577.5840
- frontier orbital gap (spin up / spin down) (Eh) = 0.13340 / 0.13338
- highest occupied orbital energy (spin up / spin down) (eV) = 3.96 / 3.96
- multiplicity = 2
- F_max (Eh/bohr) = 0.078
- net charge = -4

Atoms and positions in Å:
O: 0.94 -19.71 -12.89
V: 2.37 -20.14 -13.30
S: 4.90 -19.48 -11.09
O: 5.67 -18.47 -11.87
O: 3.52 -19.57 -11.75
O: 5.59 -20.76 -11.21
O: 4.72 -19.17 -9.65
S: 3.14 -23.40 -12.33
O: 3.42 -23.54 -10.90
O: 4.39 -23.40 -13.13
O: 2.36 -24.59 -12.82
O: 2.26 -22.20 -12.71
S: 3.80 -19.45 -15.54
O: 3.85 -20.67 -14.66
O: 5.18 -19.07 -15.79
O: 3.00 -19.68 -16.76
O: 3.09 -18.52 -14.60
C: 4.01 -14.89 -9.34
C: 2.85 -14.16 -9.19
C: 1.74 -14.41 -9.99
C: 1.84 -15.46 -10.88
C: 2.98 -16.24 -10.98
C: 4.10 -15.96 -10.22
N: 0.63 -15.78 -11.68
O: -0.31 -14.99 -11.57
O: 0.60 -16.81 -12.27
H: 4.83 -14.53 -8.72
H: 2.82 -13.40 -8.41
H: 0.88 -13.76 -9.90
H: 3.00 -17.07 -11.68
H: 4.98 -16.56 -10.40
C: 2.78 -25.52 -16.75
C: 3.18 -24.20 -16.90
C: 2.41 -23.17 -16.40
C: 1.26 -23.51 -15.70
C: 0.99 -24.82 -15.34
C: 1.71 -25.85 -15.94
N: 0.43 -22.44 -15.12
O: -0.68 -22.75 -14.72
O: 0.95 -21.39 -15.03
H: 3.45 -26.34 -17.01
H: 4.17 -23.95 -17.27
H: 2.53 -22.10 -16.51
H: 0.21 -24.96 -14.60
H: 1.39 -26.86 -15.70

=====

# C30H63NO12S6

A cluster of 7 separate species, C30H63NO12S6 in total at a distorted geometry (ωB97M-V/def2-TZVPD, the Open Molecules 2025 dataset).

Properties
- calculated total energy (eV) = -123193.7111
- frontier orbital gap (Eh) = 0.29904
- highest occupied orbital energy (eV) = -8.16
- multiplicity = 1
- F_max (Eh/bohr) = 0.074
- structure (SMILES) = O=S1(=O)CCCC1.O=S1(=O)CCCC1.O=S1(=O)CCCC1.O=S1(=O)CCCC1.O=S1(=O)CCCC1.O=S1(=O)CCCC1.CCN(CC)CC
- net charge = 0

Atoms and positions in Å:
O: -1.61 7.80 4.57
S: -2.05 6.37 4.54
O: -2.33 5.68 5.83
C: -3.71 6.11 3.66
C: -3.54 4.72 3.17
C: -2.13 4.55 2.58
C: -1.12 5.25 3.44
H: -3.74 6.63 2.70
H: -4.56 6.31 4.32
H: -3.71 4.03 4.01
H: -4.35 4.48 2.49
H: -2.12 5.04 1.61
H: -1.72 3.56 2.38
H: -0.52 5.88 2.79
H: -0.52 4.55 4.03
O: 1.29 -2.20 5.51
S: 0.56 -1.67 6.66
O: -0.75 -2.30 7.03
C: 1.60 -1.52 8.24
C: 1.84 -0.07 8.43
C: 0.68 0.74 7.76
C: 0.31 0.08 6.41
H: 2.46 -2.17 8.10
H: 0.97 -1.93 9.03
H: 2.00 0.25 9.47
H: 2.74 0.16 7.86
H: 1.21 1.69 7.77
H: -0.20 0.68 8.41
H: 0.97 0.49 5.64
H: -0.75 0.28 6.25
O: -8.02 5.09 -3.81
S: -7.45 4.07 -2.97
O: -7.00 4.43 -1.68
C: -8.44 2.53 -2.97
C: -7.30 1.50 -2.83
C: -6.35 1.82 -4.03
C: -6.14 3.39 -3.92
H: -8.93 2.46 -3.94
H: -9.20 2.55 -2.19
H: -6.91 1.45 -1.81
H: -7.75 0.51 -3.00
H: -6.94 1.56 -4.91
H: -5.47 1.19 -4.01
H: -6.35 3.52 -4.98
H: -5.18 3.88 -3.74
O: 8.54 -2.34 -3.27
S: 8.19 -3.43 -4.19
O: 7.26 -4.53 -3.88
C: 7.58 -2.61 -5.78
C: 8.25 -3.51 -6.95
C: 9.65 -3.55 -6.54
C: 9.65 -4.05 -5.09
H: 7.99 -1.62 -5.95
H: 6.49 -2.64 -5.80
H: 7.78 -4.49 -6.88
H: 8.09 -3.04 -7.92
H: 9.88 -2.49 -6.63
H: 10.15 -4.21 -7.26
H: 10.54 -3.92 -4.47
H: 9.38 -5.10 -5.19
O: -7.73 -6.86 3.07
S: -7.16 -5.67 3.72
O: -7.84 -4.99 4.81
C: -5.32 -5.98 4.26
C: -4.41 -5.46 3.19
C: -5.30 -4.95 2.01
C: -6.63 -4.39 2.59
H: -5.25 -6.99 4.65
H: -5.27 -5.21 5.03
H: -3.52 -4.88 3.44
H: -3.97 -6.32 2.68
H: -5.63 -5.67 1.26
H: -4.77 -4.27 1.33
H: -7.39 -3.80 2.06
H: -6.32 -3.51 3.15
O: 2.42 3.88 -1.63
S: 3.42 4.54 -2.48
O: 3.10 5.89 -2.97
C: 5.20 4.60 -1.74
C: 5.82 3.26 -2.21
C: 5.52 3.15 -3.71
C: 3.98 3.42 -3.81
H: 5.22 4.81 -0.68
H: 5.76 5.45 -2.12
H: 6.90 3.41 -2.14
H: 5.57 2.35 -1.67
H: 5.70 2.19 -4.19
H: 5.97 3.96 -4.28
H: 3.47 2.48 -3.57
H: 3.81 3.81 -4.81
C: 0.17 -2.31 -4.02
C: 0.42 -2.92 -2.52
N: 1.05 -1.90 -1.66
C: 0.12 -0.71 -1.24
C: -1.22 -1.14 -0.71
C: 1.90 -2.49 -0.61
C: 2.85 -1.43 -0.01
H: 0.78 -3.02 -4.58
H: 0.69 -1.37 -4.23
H: -0.84 -2.42 -4.40
H: -0.48 -3.29 -2.02
H: 0.98 -3.81 -2.81
H: 0.48 0.05 -0.54
H: 0.16 0.04 -2.03
H: -1.14 -1.68 0.23
H: -1.77 -0.25 -0.39
H: -1.96 -1.47 -1.44
H: 2.62 -3.26 -0.87
H: 1.36 -2.92 0.23
H: 3.49 -1.38 -0.89
H: 3.37 -1.96 0.78
H: 2.39 -0.52 0.38

=====

# C22H34N3O7P2SY

A structure of composition C22H34N3O7P2SY at a distorted geometry (ωB97M-V/def2-TZVPD, the Open Molecules 2025 dataset).

Properties
- calculated total energy (eV) = -72632.9345
- frontier orbital gap (Eh) = 0.22155
- highest occupied orbital energy (eV) = -5.87
- multiplicity = 1
- F_max (Eh/bohr) = 0.032
- net charge = 0

Atoms and positions in Å:
Y: 9.18 11.11 10.84
C: 7.26 15.80 11.47
C: 6.77 14.40 11.18
C: 6.41 14.00 9.89
C: 6.00 12.69 9.63
C: 5.63 12.30 8.23
C: 6.00 11.76 10.67
C: 6.29 12.16 11.98
C: 6.23 11.18 13.13
C: 6.71 13.47 12.22
H: 6.49 16.40 11.96
H: 7.60 16.27 10.55
H: 8.11 15.73 12.14
H: 6.55 14.71 9.10
H: 4.56 12.45 8.07
H: 5.87 11.24 8.08
H: 6.19 12.90 7.52
H: 5.66 10.76 10.49
H: 5.34 11.31 13.78
H: 7.13 11.34 13.73
H: 6.21 10.15 12.79
H: 7.02 13.73 13.21
C: 9.51 6.07 10.31
C: 10.20 7.43 10.35
O: 11.60 7.22 10.15
P: 10.19 8.26 11.97
O: 8.69 8.64 12.45
O: 10.67 7.16 13.05
O: 11.06 9.47 11.96
P: 9.68 8.56 8.99
O: 8.20 9.08 9.55
O: 9.47 7.89 7.70
O: 10.56 9.78 9.13
H: 9.99 5.37 10.99
H: 9.48 5.66 9.28
H: 8.46 6.21 10.59
H: 12.02 8.07 9.92
H: 8.69 8.68 13.42
H: 11.61 7.28 13.26
H: 7.56 8.94 8.83
S: 8.97 12.59 8.38
C: 10.44 12.23 7.61
N: 11.56 12.93 7.81
C: 12.59 12.54 6.85
C: 12.13 11.13 6.54
N: 10.67 11.27 6.72
H: 11.47 13.81 8.30
H: 13.59 12.58 7.28
H: 12.55 13.19 5.97
H: 12.49 10.43 7.31
H: 12.39 10.80 5.54
H: 10.06 10.46 6.80
C: 10.70 14.69 11.35
C: 10.52 14.47 12.81
C: 10.93 15.48 13.71
C: 10.83 15.32 15.07
C: 10.35 14.13 15.57
C: 9.95 13.11 14.69
C: 9.57 11.79 15.30
C: 9.98 13.23 13.27
N: 9.61 12.26 12.40
H: 11.07 15.70 11.17
H: 9.77 14.54 10.79
H: 11.42 13.95 10.99
H: 11.35 16.37 13.30
H: 11.09 16.12 15.73
H: 10.29 13.97 16.65
H: 9.86 11.74 16.36
H: 10.05 10.97 14.74
H: 8.49 11.59 15.28

=====

# C5H7NO

An isolated molecule of C5H7NO at a distorted geometry (ωB97M-V/def2-TZVPD, the Open Molecules 2025 dataset).

Properties
- calculated total energy (eV) = -8834.6543
- frontier orbital gap (Eh) = 0.40440
- highest occupied orbital energy (eV) = -10.39
- multiplicity = 1
- F_max (Eh/bohr) = 0.045
- structure (SMILES) = CC[C@H](C#N)C=O
- net charge = 0

Atoms and positions in Å:
C: -1.53 0.99 0.45
C: -0.58 -0.20 0.61
C: 0.76 -0.12 -0.19
C: 0.57 0.46 -1.52
N: 0.36 0.96 -2.55
C: 1.60 -1.35 -0.16
O: 2.31 -1.73 -1.05
H: -1.04 1.94 0.66
H: -2.39 0.89 1.13
H: -1.94 1.06 -0.57
H: -0.32 -0.34 1.66
H: -1.13 -1.11 0.31
H: 1.71 0.29 0.33
H: 1.62 -1.74 0.89

=====

# C2H4N2S

An isolated molecule of C2H4N2S at a distorted geometry (ωB97M-V/def2-TZVPD, the Open Molecules 2025 dataset).

Properties
- calculated total energy (eV) = -15950.9299
- frontier orbital gap (Eh) = 0.32328
- highest occupied orbital energy (eV) = -8.49
- multiplicity = 1
- F_max (Eh/bohr) = 0.139
- structure (SMILES) = C=NNC=S
- net charge = 0

Atoms and positions in Å:
C: -1.16 -1.13 -0.08
N: -1.13 0.17 -0.24
N: -0.08 0.98 -0.01
C: 1.22 0.66 -0.14
S: 2.03 -0.61 -0.12
H: -0.30 -1.88 0.38
H: -2.12 -1.70 -0.03
H: -0.17 1.89 0.05
H: 1.72 1.61 0.18

=====

Question: Among the records above, which one has the highest net charge?
Answer: C24H20AsNO6PReS5Sb

=====

Question: Which value of calculated total energy does entry 4 give?
Answer: -72632.9345 eV

=====

What did the sixth record say?
# C2H4N2S

An isolated molecule of C2H4N2S at a distorted geometry (ωB97M-V/def2-TZVPD, the Open Molecules 2025 dataset).

Properties
- calculated total energy (eV) = -15950.9299
- frontier orbital gap (Eh) = 0.32328
- highest occupied orbital energy (eV) = -8.49
- multiplicity = 1
- F_max (Eh/bohr) = 0.139
- structure (SMILES) = C=NNC=S
- net charge = 0

Atoms and positions in Å:
C: -1.16 -1.13 -0.08
N: -1.13 0.17 -0.24
N: -0.08 0.98 -0.01
C: 1.22 0.66 -0.14
S: 2.03 -0.61 -0.12
H: -0.30 -1.88 0.38
H: -2.12 -1.70 -0.03
H: -0.17 1.89 0.05
H: 1.72 1.61 0.18